13
Properties=species:S:1:pos:R:3:forces:R:3:mulliken_charge:R:1 method="wB97M-V/def2-TZVPD" largest_force_ev_per_a=5.0 e_homo_ev="-14.57 / -14.57" total_charge=+1 e_above_lowest_kj_mol=272.99 gap_ha="0.329 / 0.330" molar_mass_g_mol=100.10
C 0.6805 -1.5669 1.2256 0.317 -0.570 -0.448 0.20
C -0.6498 0.5125 -0.3157 3.756 -0.514 -0.603 0.27
C 1.2324 -0.2397 0.9340 -0.624 -2.703 -4.103 -0.02
N 0.3251 -2.6710 1.2653 0.305 1.366 0.207 -0.23
N -1.8195 0.3880 0.1557 -2.762 -1.333 3.800 -0.33
N -0.4774 0.9323 -1.5432 1.750 1.887 -2.489 -0.39
O 2.2815 -0.1453 0.0972 -0.320 -0.082 1.304 -0.41
H 0.9683 0.5334 1.5348 -0.013 2.278 1.749 0.49
H -1.8531 -0.0685 1.1596 -0.645 1.363 -2.916 0.30
H -2.7001 0.6968 -0.3343 1.163 -0.589 0.900 0.24
H 0.4275 1.2812 -2.0314 -1.785 -1.308 1.907 0.28
H -1.2678 1.2958 -2.0917 0.140 -0.397 0.416 0.22
H 2.8525 -0.9487 -0.0560 -1.283 0.602 0.277 0.39


94
Properties=species:S:1:pos:R:3:forces:R:3:mulliken_charge:R:1 method="wB97M-V/def2-TZVPD" largest_force_ev_per_a=1.4 e_homo_ev=-7.61 total_charge=0 e_above_lowest_kj_mol=41.12 gap_ha=0.301 molar_mass_g_mol=660.92
C 0.0105 -5.8298 0.5954 -0.060 0.315 -0.536 -1.17
C -1.0124 -6.3727 -0.4271 -0.208 0.220 1.248 -0.79
C -2.3745 -5.6600 -0.3381 -0.315 0.307 -0.911 -0.68
C -2.8024 -4.8810 -1.6302 0.386 0.090 1.055 -1.45
C -2.3540 -3.4311 -1.5555 0.114 -0.174 -0.265 0.85
C -0.9729 -3.2427 -1.5813 -0.530 0.616 0.001 -1.13
C -0.4482 -1.9701 -1.5090 0.407 0.151 0.110 0.83
C -1.2722 -0.8498 -1.4189 -0.318 -0.459 -0.151 -0.15
C -2.6716 -1.0159 -1.4181 0.148 0.064 -0.125 0.35
C -3.5162 0.2417 -1.4205 -0.171 0.193 0.297 -2.22
C -4.0649 0.6295 -0.0286 0.579 0.161 -0.508 -0.62
S -3.8249 2.4012 0.3160 -0.133 0.428 0.436 -0.18
C -5.4098 3.0011 -0.0825 -0.220 -0.743 -0.466 0.36
N -6.3275 2.3103 -0.6721 -0.076 0.299 0.090 0.02
N -7.4262 3.1634 -0.7878 0.276 0.075 0.140 -0.65
C -7.0597 4.2788 -0.2683 -1.034 -0.693 -0.662 0.09
O -5.8027 4.2643 0.2040 0.626 0.179 0.270 -0.30
C -3.2119 -2.3186 -1.4622 0.382 0.057 0.078 0.23
C -4.7004 -2.6115 -1.4152 0.129 -0.744 -0.009 -0.07
F -5.4803 -1.5115 -1.7216 -0.246 0.205 0.082 -0.39
C -5.2078 -3.2439 -0.1271 0.067 0.114 0.656 -0.34
C -4.9433 -2.4819 1.1663 -0.104 -0.060 -0.192 -1.28
N -0.6340 0.4091 -1.3556 0.049 -0.004 0.565 -0.35
C 0.4026 0.5030 -0.3879 0.266 0.172 0.126 -0.55
C 0.4139 1.5475 0.5381 0.320 -0.577 -0.283 0.29
C 1.4399 1.6660 1.4636 0.304 0.080 0.026 -0.07
C 1.4801 2.7806 2.4849 -0.557 0.134 -0.177 -0.97
C 0.8263 4.0888 2.0318 0.485 0.114 0.119 -0.50
C 1.8080 4.9385 1.2074 -0.616 -0.215 0.052 -0.61
C 1.1013 5.8694 0.2201 0.309 -0.602 0.131 -0.90
C 0.4815 5.0634 -0.9222 0.029 0.160 0.165 -0.07
O 0.5306 5.7733 -2.1464 -0.163 0.012 -0.098 -0.44
C 1.0237 4.9869 -3.2155 -0.287 0.204 0.214 -0.68
C 2.4610 0.6983 1.4600 -0.015 0.135 0.091 -0.11
O 3.4603 0.8579 2.3932 -0.389 -0.146 -0.158 -0.45
C 4.0184 -0.3227 2.9517 0.480 0.076 0.131 -0.89
C 5.3394 -0.7702 2.3067 0.011 0.005 0.288 -0.63
N 6.2178 0.3252 1.9059 -0.374 -0.331 0.095 -0.33
C 5.9804 0.8140 0.5575 0.152 0.019 -0.030 -0.02
C 6.3789 -0.1819 -0.5470 -0.043 0.405 -0.065 -0.18
C 7.4861 -1.1475 -0.1674 -0.107 0.148 -0.091 -1.46
O 5.2457 -0.9286 -1.0105 0.176 -0.280 0.091 -0.54
C 2.4554 -0.3567 0.5594 -0.363 0.205 -0.005 -0.07
C 1.4208 -0.4395 -0.3631 -0.407 -0.122 -0.293 0.61
S 1.3144 -1.7452 -1.5595 0.036 0.026 0.031 -0.47
H 0.0114 -6.4114 1.5101 0.093 -0.128 0.111 0.38
H 1.0076 -5.8019 0.1650 0.233 -0.227 0.135 0.30
H -0.2150 -4.8026 0.8681 -0.078 0.183 0.021 0.29
H -0.6075 -6.3405 -1.4307 -0.006 -0.056 -0.223 0.38
H -1.1865 -7.4050 -0.1414 0.110 -0.337 -0.414 0.39
H -2.3820 -4.9342 0.4693 0.073 0.004 0.302 0.38
H -3.1724 -6.3674 -0.1251 0.015 -0.237 0.083 0.54
H -3.8728 -4.9820 -1.6970 -0.239 0.022 -0.421 0.21
H -2.3321 -5.3507 -2.4876 -0.109 -0.108 -0.263 0.69
H -0.2991 -4.0768 -1.6727 0.068 -0.207 0.019 0.40
H -4.3205 0.1839 -2.1383 -0.146 -0.058 -0.022 0.53
H -2.9360 1.0942 -1.7399 0.293 0.037 -0.343 1.09
H -5.1066 0.3752 0.0819 -0.199 -0.036 0.190 0.47
H -3.4523 0.1580 0.7296 -0.056 -0.179 0.296 0.49
H -7.7117 5.1301 -0.2389 0.381 0.439 0.317 0.43
H -4.8996 -3.3469 -2.1909 -0.109 0.053 -0.325 0.46
H -6.2787 -3.4119 -0.2186 -0.151 0.011 -0.227 0.52
H -4.7620 -4.2254 -0.0150 0.149 -0.211 -0.184 0.26
H -3.8977 -2.2031 1.2429 0.187 0.233 -0.001 0.17
H -5.1597 -3.1034 2.0310 -0.120 -0.125 0.048 0.50
H -5.5848 -1.6096 1.2261 0.092 0.276 0.084 0.27
H -1.2754 1.1666 -1.1874 -0.158 0.044 -0.216 0.02
H -0.4049 2.2479 0.5030 -0.093 0.207 0.112 0.20
H 2.5114 2.9901 2.7426 0.200 -0.035 0.141 0.26
H 0.9861 2.4491 3.3978 0.035 -0.214 0.132 0.43
H -0.0892 3.9262 1.4730 -0.154 -0.131 -0.040 0.15
H 0.5351 4.6405 2.9229 -0.102 0.170 0.072 0.50
H 2.4404 4.2455 0.6531 0.268 0.053 -0.127 0.34
H 2.4331 5.4953 1.9006 0.201 0.102 -0.009 0.40
H 0.3243 6.4095 0.7538 -0.015 0.392 -0.029 0.28
H 1.8289 6.5587 -0.1964 -0.052 0.251 -0.112 0.37
H -0.5533 4.8203 -0.6656 -0.179 -0.043 -0.213 0.16
H 1.0083 4.1144 -1.0278 0.164 -0.142 -0.005 0.29
H 0.8390 5.5218 -4.1394 0.094 0.224 -0.095 0.26
H 0.4915 4.0386 -3.2889 0.031 -0.226 0.063 0.27
H 2.0924 4.8176 -3.0852 0.148 -0.176 -0.119 0.31
H 4.2522 -0.0660 3.9835 -0.083 0.181 0.139 0.45
H 3.2903 -1.1313 2.9862 -0.135 -0.100 -0.145 0.36
H 5.8500 -1.3401 3.0845 0.065 -0.199 0.030 0.41
H 5.1892 -1.4586 1.4815 -0.041 0.096 -0.252 0.23
H 6.1030 1.0690 2.5818 0.125 0.189 -0.119 0.28
H 4.9445 1.1103 0.3686 -0.136 0.000 0.001 -0.12
H 6.5826 1.7119 0.4298 0.149 0.093 0.041 0.54
H 6.7278 0.4254 -1.3831 0.039 0.107 -0.112 0.52
H 7.0445 -2.1013 0.1056 0.063 -0.152 0.052 0.33
H 8.1591 -1.2815 -1.0072 0.047 -0.256 -0.117 0.36
H 8.0539 -0.7690 0.6735 0.079 0.042 0.158 0.37
H 4.7781 -0.3822 -1.6446 -0.183 0.032 -0.050 0.32
H 3.2363 -1.0963 0.5332 0.150 -0.076 0.072 0.62


87
Properties=species:S:1:pos:R:3:forces:R:3:mulliken_charge:R:1 method="wB97M-V/def2-TZVPD" largest_force_ev_per_a=5.0 e_homo_ev=-11.27 total_charge=+2 e_above_lowest_kj_mol=72.22 gap_ha=0.107 molar_mass_g_mol=770.95
C -0.7642 5.2761 -4.4111 0.047 -0.235 0.332 -0.39
C -1.0012 3.8872 -4.6097 0.166 0.497 -1.903 1.38
C -1.0935 3.4437 -5.9573 0.133 0.333 0.061 -0.39
C -0.9097 4.3640 -7.0121 -0.274 -0.324 0.669 -0.43
N -0.6915 5.6585 -6.7920 0.424 -0.105 0.270 -0.48
C -0.5835 6.1034 -5.5327 -0.365 -0.481 -0.048 -0.36
C -1.1808 2.9204 -3.5463 -1.068 0.217 3.602 -0.77
C -1.4572 2.4707 -2.3651 0.898 4.833 -1.103 0.11
C -1.9222 2.3777 -1.0114 -0.077 -0.497 -0.132 0.39
C -1.0712 1.9839 0.0289 0.142 -0.682 0.388 -0.32
C -1.5912 1.6527 1.2783 -0.108 0.434 0.088 0.81
C -2.9682 1.7906 1.5297 0.502 0.161 -1.447 0.21
C -3.8241 2.2042 0.4889 -0.092 0.510 -0.171 -0.58
C -3.2972 2.5426 -0.7467 -0.450 -0.545 -0.339 -0.37
Zn -1.3174 0.9775 -3.5289 0.317 -3.219 -0.913 -0.27
P 2.6168 -0.8002 0.1726 0.251 -0.072 0.101 0.29
H -1.3413 2.3996 -6.1967 0.264 0.436 0.119 0.19
H -0.7490 5.7392 -3.4175 0.160 -0.417 -0.359 0.43
H -0.9479 4.0411 -8.0624 -0.077 0.128 0.564 0.37
H -0.3565 7.1755 -5.4228 -0.229 -0.626 0.083 0.38
H -3.9291 2.8819 -1.5692 -0.066 -0.126 0.372 0.52
H -0.0109 1.8885 -0.1771 0.071 -0.178 0.265 0.66
H -4.9007 2.2976 0.6423 0.375 0.024 0.108 0.48
H -0.9205 1.3203 2.0756 0.059 0.199 -0.353 -0.73
C 2.1976 -2.2153 1.3041 -0.275 0.292 -0.163 -0.18
C 2.9131 -3.5507 1.1578 -0.037 -0.181 0.185 -1.14
H 1.1130 -2.3457 1.1584 0.166 -0.136 0.135 0.24
H 2.2978 -1.8056 2.3225 0.024 -0.156 -0.371 0.23
H 2.5057 -4.2446 1.9031 0.141 0.006 -0.162 0.44
H 2.7480 -3.9967 0.1727 0.091 0.041 0.064 0.19
H 3.9907 -3.4761 1.3332 -0.251 -0.021 -0.108 0.18
C 3.1667 -1.5911 -1.4106 -0.103 -0.113 0.299 -0.08
C 3.4741 -0.5111 -2.4489 0.219 -0.153 -0.256 -1.17
H 2.3589 -2.2472 -1.7690 0.312 0.034 0.070 -0.37
H 4.0525 -2.2082 -1.2127 -0.310 0.007 -0.257 0.59
H 3.9816 -0.9560 -3.3143 -0.097 0.175 0.109 0.41
H 2.5520 -0.0340 -2.8134 0.152 0.009 0.140 0.08
H 4.1332 0.2737 -2.0479 -0.242 -0.227 -0.138 0.30
C 4.2726 -0.2369 0.8137 -0.427 0.301 -0.151 -0.26
C 5.4563 -1.1974 0.8222 0.336 0.086 0.158 -1.25
H 4.0693 0.1507 1.8241 0.157 -0.059 -0.326 0.22
H 4.5058 0.6334 0.1823 0.060 -0.083 0.263 0.36
H 6.3671 -0.6119 1.0079 -0.136 -0.232 -0.040 0.38
H 5.3875 -1.9432 1.6217 -0.032 0.161 -0.196 0.26
H 5.5991 -1.7192 -0.1315 0.003 0.117 0.237 0.30
Br -3.6675 1.4465 3.1990 -0.165 -0.172 0.400 -0.07
P -1.9742 -1.7078 -3.0077 -0.190 -1.833 0.962 -0.17
C -0.2230 -2.2241 -2.9483 0.685 0.101 -0.397 0.14
C -0.0415 -3.7413 -2.7272 -0.087 -0.223 -0.139 -1.31
H 0.2838 -1.6594 -2.1534 -0.035 -0.081 -0.228 -0.24
H 0.2052 -1.9130 -3.9110 0.295 -0.227 0.136 0.55
H 1.0208 -4.0018 -2.5987 -0.334 0.273 -0.042 0.38
H -0.5747 -4.1055 -1.8348 0.131 0.250 -0.269 0.30
H -0.4091 -4.3106 -3.5926 0.027 0.192 0.263 0.40
C -2.3015 -1.0901 -1.2945 -0.413 0.591 0.443 0.98
C -3.3720 -1.9036 -0.5327 -0.215 0.038 -0.075 -1.42
H -2.5806 -0.0253 -1.3247 -0.101 -0.271 0.327 -0.48
H -1.3539 -1.1494 -0.7384 -0.091 0.105 -0.340 0.20
H -3.3918 -1.6008 0.5294 0.093 -0.072 -0.456 0.33
H -4.3773 -1.7201 -0.9437 0.349 -0.161 0.097 0.36
H -3.1704 -2.9883 -0.5694 -0.047 0.482 -0.054 0.40
C -2.4029 -0.5933 -4.4080 -0.103 1.367 0.403 0.35
C -3.4763 -1.0193 -5.4317 -0.550 -0.190 -0.378 -1.14
H -1.4497 -0.2260 -4.9658 -0.875 -0.255 -0.125 0.20
H -2.9904 0.2332 -3.8460 0.270 -0.338 -0.965 0.10
H -3.3700 -0.4178 -6.3485 -0.150 -0.193 0.364 0.38
H -3.4897 -2.0873 -5.7174 0.475 0.494 0.370 0.36
H -4.4587 -0.8042 -4.9690 0.460 -0.155 -0.397 0.39
C 2.7213 0.4657 6.0372 0.267 0.053 0.089 -1.06
N 1.3242 0.2407 5.7426 -0.170 -0.041 -0.655 0.30
C 0.7447 0.3429 4.5024 -0.676 -0.162 1.677 -0.25
Se 1.5780 0.8543 2.9693 -0.307 0.176 -0.168 -0.30
N -0.5817 0.0208 4.7113 0.247 0.145 -0.507 0.29
C -0.8191 -0.2878 6.0468 -0.328 -0.042 0.033 0.45
C -1.9773 -0.6880 6.7018 0.230 -0.086 0.471 -0.60
C -1.8564 -0.9712 8.0741 0.208 0.143 -0.323 -0.54
C -0.6196 -0.8272 8.7448 -0.014 0.060 -0.171 -0.63
C 0.5309 -0.4087 8.0643 -0.271 0.016 -0.096 -0.62
C 0.3926 -0.1479 6.7023 0.068 -0.166 0.168 0.73
H 3.2917 -0.4706 6.0219 -0.151 0.142 -0.077 0.31
H 2.7900 0.8946 7.0395 0.067 0.050 -0.194 0.36
H 3.1302 1.1572 5.2984 -0.027 -0.099 0.155 0.37
H -1.3170 0.0728 4.0086 0.663 -0.043 0.299 -0.09
H -2.9059 -0.7729 6.1373 0.107 -0.101 0.381 0.36
H -2.7237 -1.3138 8.6432 0.278 0.169 -0.257 0.38
H -0.5708 -1.0461 9.8194 0.011 0.111 -0.572 0.38
H 1.5028 -0.2694 8.5377 -0.384 -0.177 0.101 0.33


7
Properties=species:S:1:pos:R:3:forces:R:3:mulliken_charge:R:1 method="wB97M-V/def2-TZVPD" largest_force_ev_per_a=1.6 e_homo_ev=2.08 total_charge=-3 gap_ha=0.092 molar_mass_g_mol=223.25
Na 0.0625 0.2081 0.0648 -0.918 1.186 0.633 0.66
Na 1.3692 -2.2046 -1.0780 -1.379 0.505 0.100 0.57
Cl -0.3954 -0.7108 -2.6709 1.000 -0.753 0.041 -0.73
Cl -1.1180 -2.3281 0.9485 0.881 -0.571 -0.511 -0.77
Cl 0.8325 0.7629 2.9073 0.258 -0.407 0.352 -0.90
Cl -2.4444 1.6254 -0.1262 -0.346 0.091 -0.093 -0.93
Cl 1.6935 2.6470 -0.0454 0.505 -0.050 -0.522 -0.89